DFT (ωB97M-V/def2-TZVPD) results for a structure of composition C15H54CuF2N4O15S2 in a non-equilibrium geometry.

Geometry as XYZ:
```
93
Properties=species:S:1:pos:R:3:forces:R:3:lowdin_spin:R:1
Cu -17.273239 -4.889001 4.909216 0.1548 -1.5326 0.8276 0.456
N -15.335650 -4.258211 4.514738 3.4718 1.6783 3.5098 0.002
S -14.350414 -4.150665 3.318987 -1.3403 -2.3915 -7.4161 0.000
O -13.369009 -5.200773 3.140276 -0.3687 1.5811 1.6053 0.000
O -14.166524 -2.854647 2.736626 0.7686 -0.0925 0.9821 0.001
F -15.458542 -4.733647 2.298693 -0.4127 -0.0057 -0.0615 0.000
S -14.081818 -3.861342 5.648014 -1.1974 0.8190 4.1111 -0.001
O -13.478264 -2.548449 5.540608 -0.8432 -1.7157 -0.7436 0.000
O -13.331264 -4.989208 6.066967 0.4136 -0.0877 -0.9497 0.000
F -15.009524 -3.691288 6.949613 -0.4996 0.2047 -0.6584 -0.002
O -17.056260 -6.225756 6.749442 -0.2315 2.0912 -1.5070 0.498
H -16.537149 -5.465127 7.069781 0.0025 -0.3106 0.5174 0.003
C -16.436091 -7.900231 -0.935017 0.6112 -0.1476 -0.0350 0.000
C -16.166068 -8.348022 0.473672 0.0914 0.2732 1.4509 0.000
C -14.740576 -8.156400 0.961013 0.5303 -0.4552 -0.7289 0.000
O -16.906635 -7.528915 1.424855 -0.6677 0.0616 -0.1848 0.001
H -15.774513 -8.473154 -1.588019 -0.1064 0.0655 -0.1646 0.000
H -16.168269 -6.846151 -1.020135 -0.1743 0.0230 -0.1421 0.000
H -17.464346 -8.084897 -1.245397 -0.0428 0.1216 0.0387 0.000
H -16.482038 -9.382666 0.642798 0.0529 -0.0397 -0.2140 0.000
H -14.604462 -8.502389 1.984693 -0.2354 0.1876 0.1091 0.000
H -14.426532 -7.117787 0.867527 -0.1203 0.0320 0.1352 0.000
H -14.025342 -8.741580 0.376328 -0.1326 0.0088 -0.1349 0.000
H -17.817151 -7.438380 1.117868 0.0786 -0.0578 0.0075 0.000
O -16.689427 -6.910370 4.180348 -0.4913 0.2968 -0.6071 0.025
H -16.808711 -7.099218 3.227996 0.2003 0.0009 -0.0792 0.000
H -16.126598 -7.619143 4.512606 -0.0678 0.2797 0.3898 0.000
O -15.495814 -2.955442 0.079667 -0.1245 0.2058 -0.1271 0.000
H -14.826514 -3.576585 -0.225880 -0.0249 0.0011 0.0607 0.000
H -15.084056 -2.512578 0.832084 0.0636 -0.1433 -0.0182 0.000
O -18.248916 -4.168875 3.048469 -0.0195 0.0127 0.1407 0.005
H -19.132003 -3.782464 3.011360 0.0530 -0.0404 0.1576 0.000
H -17.782718 -3.816697 2.274880 0.2829 -0.2323 0.1523 0.000
O -11.894564 -6.223337 1.069394 -0.3334 0.1102 0.0814 0.000
H -11.023276 -6.348992 1.452262 -0.0039 -0.0327 0.0331 0.000
H -12.425773 -5.818389 1.785952 0.4829 -0.1934 -0.4244 0.000
O -14.703870 -7.567843 7.449623 -0.2086 -0.1478 0.0064 0.002
H -14.065962 -7.115632 6.893233 0.1182 0.1615 -0.0405 0.000
H -15.568890 -7.193271 7.199780 0.2471 -0.1713 -0.0292 0.001
O -17.649343 -2.842484 6.073684 -0.2516 -0.4962 0.1174 0.007
H -17.724422 -1.887682 5.926989 0.1294 0.0107 -0.3923 0.001
H -17.659133 -2.950883 7.032854 0.0186 -0.0215 -0.0853 0.000
C -9.937811 -4.897773 5.205980 -0.7921 0.0897 -0.3087 0.000
C -9.795141 -5.369072 3.740192 1.0575 0.9801 1.6894 0.000
C -9.776027 -4.197707 2.770697 -1.1431 -0.5101 -0.4644 0.000
O -10.998841 -3.507266 2.929203 -0.6401 0.7111 0.3808 0.000
C -11.031449 -2.347645 2.138175 1.6709 0.2866 -1.1375 0.000
N -8.544583 -6.136958 3.670582 -0.6428 -0.4422 -0.7577 0.000
H -10.659636 -4.081013 5.246682 0.0488 0.0400 0.0314 0.000
H -9.020892 -4.559960 5.689727 0.1731 -0.0925 -0.2259 0.000
H -10.382366 -5.714127 5.774308 0.2649 -0.0113 0.2047 0.000
H -10.705290 -5.952278 3.605422 0.2600 -0.4009 -0.5755 0.000
H -9.810460 -4.573001 1.735385 0.5504 -0.0679 -0.0337 0.000
H -8.888538 -3.564127 2.886442 -0.0860 0.1224 0.2283 0.000
H -10.178478 -1.717387 2.428598 -0.2270 0.2781 0.0876 0.000
H -11.926859 -1.734834 2.085911 -0.3941 -0.5704 0.8531 0.000
H -10.813377 -2.606351 1.088817 -0.1135 -0.1352 -0.0143 0.000
H -7.784729 -5.610551 4.081667 -0.0638 0.1080 0.0465 0.000
H -8.309032 -6.282131 2.692382 0.1871 -0.1889 0.1015 0.000
C -15.667919 -0.086024 7.099747 0.3127 -0.5514 -0.4531 0.000
C -15.096375 0.726680 5.940879 -0.0554 1.1574 1.2865 0.000
C -16.191832 1.125085 4.946056 0.2838 -1.5080 -0.6791 0.000
O -16.938517 -0.006982 4.481241 -0.7928 -0.5778 -0.2229 0.000
C -16.184942 -0.834320 3.608072 -0.0909 -0.1600 0.7353 0.000
N -14.466163 1.948052 6.497009 0.1029 -0.0478 -0.5773 0.000
H -16.493205 0.499836 7.510214 -0.3130 -0.3559 -0.0392 0.000
H -14.963830 -0.237445 7.919595 0.2646 0.1208 -0.1872 0.000
H -15.940099 -1.089013 6.757240 -0.4006 0.1755 0.2174 0.000
H -14.267919 0.264615 5.400738 -0.3052 -0.5550 0.0305 0.000
H -15.663483 1.472067 4.051758 -0.3348 1.0228 0.2328 0.000
H -16.996657 1.732159 5.355394 0.5867 0.6673 0.0821 0.000
H -15.426616 -1.297382 4.240011 0.5736 0.0229 -0.7283 0.000
H -15.833634 -0.268520 2.741133 0.5037 0.0531 0.2046 0.000
H -16.776019 -1.653577 3.193310 -0.4349 0.1611 0.2996 0.000
H -13.520659 1.667327 6.716477 0.1407 0.7045 -0.0454 0.000
H -14.861417 2.222497 7.389256 -0.3058 -0.0416 -0.0967 0.000
C -11.578421 -1.240540 8.168886 0.4892 -0.4130 0.6280 0.000
C -11.634588 0.031761 7.380398 0.4146 0.0696 -1.4209 0.000
C -10.775003 1.154397 7.933793 -0.5812 -0.4796 0.1072 0.000
O -11.217145 2.342432 7.318386 -0.5147 0.6293 0.1867 0.000
C -10.583401 3.499098 7.851120 0.4186 -0.5860 -0.6841 0.000
N -11.194996 -0.276346 6.004064 -0.4774 0.4227 -0.5710 0.000
H -12.036570 -2.076214 7.639267 -0.3080 0.1832 0.0790 0.000
H -11.997131 -1.134252 9.171570 -0.1870 -0.0521 -0.0852 0.000
H -10.537338 -1.550220 8.303623 0.0595 0.1457 -0.0338 0.000
H -12.627790 0.483785 7.337217 -0.1892 -0.5778 0.5328 0.000
H -9.711562 1.006045 7.721005 0.0326 -0.1897 0.2355 0.000
H -11.005638 1.140148 9.008593 0.4591 0.4651 0.1385 0.000
H -9.531676 3.400616 7.564145 0.2399 0.3151 0.5610 0.000
H -10.733552 3.574184 8.929160 0.1739 -0.0304 0.0813 0.000
H -10.945938 4.405628 7.371574 -0.3754 -0.1998 -0.1052 0.000
H -11.439014 0.525270 5.421996 0.4698 0.1624 0.0956 0.000
H -11.786612 -0.994109 5.587244 0.1569 -0.2610 0.3991 0.000
```
Positions in Å, forces in eV/Å.

As for the multiplicity: 2. Its expectation value of S² is 0.765. The calculation puts the HOMO-LUMO gap (alpha / beta) at 0.305 / 0.222 Ha.